Record 1
The following is a quantum chemistry calculation of a structure of composition C11H22N3O4Si, from the Open Molecules 2025 dataset.

Geometry as XYZ:
```
41
Properties=species:S:1:pos:R:3:forces:R:3
O 1.15550 3.83801 0.44157 4.70 -6.18 0.16
C 1.89224 2.82261 0.56736 -1.51 0.39 1.59
N 2.55526 1.71531 0.87741 -2.96 5.92 -1.05
Si 2.76421 1.78247 2.68530 0.14 0.13 -0.23
C 4.20724 2.97192 3.12187 1.45 -0.29 -1.75
O 4.28458 3.36114 4.52724 0.63 -1.51 -1.16
N 3.28357 4.20786 4.88928 -0.19 3.47 -0.38
O 3.44785 5.30530 4.41968 -0.72 -2.22 0.81
H 3.04570 0.43412 3.21280 -0.08 0.06 -0.21
H 1.51187 2.35163 3.19113 -0.14 -0.04 0.24
H 5.19204 2.39698 2.89053 -1.58 1.17 0.56
H 4.17149 3.85268 2.38146 0.21 -0.93 1.39
C 0.17207 -1.83341 -2.60137 -0.07 0.22 -0.24
C -0.52716 -2.26878 -1.29183 1.10 -0.93 -1.57
C -1.93334 -2.82685 -1.60571 -0.27 0.18 0.26
C -2.95105 -1.74628 -1.94959 0.01 0.03 -0.04
C -2.99767 -0.67877 -0.86149 0.05 -0.41 0.04
C -1.60955 -0.07951 -0.54102 -0.38 2.02 -0.56
N -0.55954 -1.12637 -0.32531 -2.25 -2.21 3.19
O -0.75967 -1.65464 0.92270 0.96 1.26 -2.24
C -1.18674 0.87537 -1.68572 0.04 -0.01 -0.26
C -1.75666 0.87102 0.68006 0.20 -0.66 0.40
C 0.36069 -3.44737 -0.79974 -0.23 0.30 0.70
H 1.15896 -1.40550 -2.39617 -0.16 -0.01 0.07
H 0.32473 -2.69274 -3.26385 -0.07 -0.01 0.29
H -0.39206 -1.11734 -3.19285 -0.01 0.08 0.09
H -2.30939 -3.39244 -0.74364 0.19 0.13 0.05
H -1.87775 -3.54247 -2.43373 0.27 0.09 0.11
H -2.71688 -1.29803 -2.92029 0.02 0.01 0.04
H -3.94159 -2.20022 -2.05565 0.08 0.05 -0.02
H -3.69045 0.11419 -1.16735 0.28 0.09 0.11
H -3.42926 -1.12473 0.04318 0.22 0.05 0.03
H -0.12867 1.14334 -1.60758 -0.08 -0.12 0.00
H -1.75611 1.81002 -1.64894 0.01 -0.21 0.23
H -1.37491 0.47606 -2.67954 0.12 -0.10 0.00
H -2.16411 0.36822 1.56138 0.23 -0.11 -0.15
H -2.44559 1.69179 0.45838 0.13 -0.20 -0.30
H -0.79263 1.31316 0.95269 -0.07 -0.10 -0.05
H 1.36623 -3.10126 -0.53971 -0.15 0.03 0.01
H 0.46766 -4.20525 -1.58168 -0.15 0.31 -0.11
H -0.06112 -3.96121 0.06873 0.04 0.28 -0.04
```
Positions in Å, forces in eV/Å.

The value obtained for the orbital gap (spin up / spin down) is 8.521 / 9.135 eV. As for the LUMO energy (spin up / spin down): -0.50 / -0.50 eV. Its multiplicity is 2.

---

Record 2
The following is a quantum chemistry calculation of a structure of composition C11H23AlBCl2O3, from the Open Molecules 2025 dataset.

Geometry as XYZ:
```
41
Properties=species:S:1:pos:R:3:forces:R:3
C -1.55624 -4.51319 -1.76395 0.05 0.14 0.30
B -0.47407 -4.27994 -0.60201 -0.28 0.06 -0.19
O 0.47587 -5.28171 -0.47221 0.14 0.10 -0.14
Al -0.40228 -2.54550 0.70511 0.36 -0.06 0.23
C 0.60638 -0.98437 -0.09934 0.12 0.14 0.20
C 1.00955 0.10746 0.93026 -0.06 -0.05 -0.39
C 0.68169 1.52521 0.45316 -0.20 0.11 -0.08
C 1.27699 2.64373 1.32830 0.16 -0.29 0.07
C 2.07623 3.69651 0.58295 -0.17 0.08 0.16
O 3.13634 3.10298 -0.18879 0.00 0.23 0.07
C 3.29873 3.47572 -1.47647 0.56 -0.12 -0.29
C 2.09828 3.40536 -2.38856 -0.17 0.41 -0.05
O 4.40096 3.73794 -1.89485 -0.48 -0.17 0.21
C -2.33984 -2.08640 1.33669 0.08 -0.02 -0.55
Cl -2.42253 -1.88110 3.14072 -0.17 0.04 0.18
C -3.11942 -0.92765 0.70784 -0.34 0.05 0.78
C -2.76977 0.46599 1.24307 0.07 0.03 -0.20
Cl -2.92384 -0.99053 -1.08531 0.04 -0.10 -0.19
H -1.90403 -5.55527 -1.79032 0.03 0.00 -0.14
H -2.41816 -3.85719 -1.61590 -0.01 -0.12 -0.14
H -1.11866 -4.25148 -2.73666 -0.02 -0.08 0.00
H 0.41522 -5.92859 -1.18764 -0.11 -0.10 0.09
H 0.42029 -2.95595 2.05620 -0.07 0.08 0.04
H 1.53104 -1.42297 -0.50216 -0.10 0.01 -0.05
H 0.11045 -0.51014 -0.95474 -0.08 -0.07 0.02
H 2.09350 0.07265 1.09687 -0.12 -0.07 0.19
H 0.51833 -0.07682 1.89449 0.17 0.12 0.07
H -0.40632 1.64872 0.41211 0.12 -0.05 -0.11
H 1.02940 1.60846 -0.58273 0.08 0.05 0.14
H 1.94426 2.19557 2.07499 -0.08 0.03 -0.06
H 0.48544 3.15393 1.88921 0.13 0.04 -0.02
H 2.56749 4.36570 1.29751 -0.05 -0.02 -0.09
H 1.44211 4.31979 -0.05503 0.02 -0.13 0.00
H 1.14887 3.54630 -1.87568 0.06 -0.11 -0.06
H 2.08267 2.42268 -2.86747 0.07 0.09 0.08
H 2.21194 4.17794 -3.15197 -0.02 -0.20 0.00
H -2.94361 -2.98398 1.16297 0.12 0.01 0.01
H -4.19281 -1.09383 0.85254 0.10 0.11 -0.13
H -3.53581 0.79363 1.95041 0.17 -0.08 0.04
H -2.73428 1.19462 0.43120 -0.06 -0.06 0.02
H -1.80032 0.46573 1.74516 -0.09 -0.05 -0.04
```
Positions in Å, forces in eV/Å.

The value obtained for the orbital gap is 6.924 eV. As for the LUMO energy: 2.75 eV. As for the total charge: -1.

---

Record 3
The following is a quantum chemistry calculation of a structure of composition C11H23AsF6HgO9S2, from the Open Molecules 2025 dataset.

Geometry as XYZ:
```
53
Properties=species:S:1:pos:R:3:forces:R:3
Hg -0.04938 -0.78895 -1.13624 2.11 -2.39 -3.35
O -0.09480 -5.05889 -1.16656 -0.38 -7.46 3.63
C -0.03441 -3.92034 -1.60978 2.21 6.28 -7.64
O 0.48356 -3.69548 -2.68420 1.19 -0.26 -1.57
O -0.63074 -3.06570 -0.93791 -2.08 2.99 3.30
H -0.53330 -4.64556 -0.41925 -1.09 -1.75 2.54
C -1.06736 -0.52918 -4.34102 1.62 0.34 1.94
O 0.07909 -0.81310 -3.55015 -0.90 0.51 -0.28
H -1.92287 -0.89846 -3.77549 -0.77 0.17 -0.63
H -1.09360 0.54605 -4.51790 -0.76 0.99 0.34
H -1.07126 -0.82877 -5.38903 0.26 -1.24 -0.32
C 3.33924 -0.45560 -0.95002 -1.68 0.04 -1.00
O 2.22820 -1.00049 -1.57227 0.45 -0.38 0.99
H 3.39070 0.56124 -1.33924 0.66 1.04 0.43
H 3.35799 -0.45839 0.13982 -0.37 0.28 0.87
H 4.30815 -0.90307 -1.17155 0.40 -0.65 -0.63
As -3.78929 0.03003 0.35691 1.88 -1.55 -1.79
F -4.41634 0.17894 -1.38469 0.78 -0.41 2.56
F -5.44873 0.18297 0.97586 1.72 0.22 -0.14
F -2.89652 -0.12153 1.96023 -2.00 0.52 -1.20
F -2.05102 -0.18694 -0.24072 -2.58 0.41 0.29
F -3.44967 1.78218 0.24056 -0.72 -1.17 0.76
F -3.96763 -1.77869 0.31749 -0.03 2.35 0.13
C -0.03663 -2.38327 4.59523 0.48 2.13 1.04
C 1.52028 -2.28647 4.64499 1.11 -1.20 0.59
C 2.00282 -1.40577 3.47336 -1.94 -1.26 -0.27
S 0.91320 -2.27421 2.22008 -1.84 1.38 -3.04
O 1.53128 -3.49643 1.77988 0.57 0.15 0.83
O 0.44475 -1.33968 1.19985 0.90 -0.46 1.83
C -0.53470 -2.69485 3.23168 0.36 0.04 -0.09
H -0.28426 -1.33079 4.73326 -0.26 0.33 0.23
H -0.64733 -2.85084 5.36758 0.82 -0.57 0.27
H 2.02865 -3.23652 4.48051 -0.32 -0.45 0.08
H 1.88673 -1.97868 5.62432 -0.18 0.39 0.01
H 2.95607 -1.56249 2.96853 0.24 -0.07 0.73
H 1.77812 -0.35645 3.66450 -0.21 -0.04 -0.65
H -0.83528 -3.74061 3.16725 0.27 0.11 -0.67
H -1.33655 -1.99964 2.98304 0.00 -0.34 -0.50
C 0.71930 4.83431 -2.24980 0.83 -0.99 -1.26
C -0.78889 4.45844 -2.21384 0.47 -0.50 1.90
C -0.93983 3.93908 -0.72742 1.56 -0.18 -0.11
S 0.61282 2.82678 -0.46815 -2.00 0.04 -0.72
O 0.22435 1.44764 -0.73220 0.69 2.45 0.11
O 1.22010 3.12594 0.80315 0.17 0.30 0.22
C 1.58889 3.64556 -1.80150 -1.11 -0.63 1.08
H 1.00855 5.73459 -1.70765 -0.61 -0.03 0.41
H 1.10480 5.01215 -3.25373 -0.45 0.26 -0.35
H -1.13396 3.61864 -2.81697 0.70 0.00 -0.49
H -1.36866 5.32176 -2.54039 -0.28 0.02 0.61
H -1.77024 3.31971 -0.38845 -0.15 0.09 -0.49
H -0.70733 4.70477 0.01269 -0.31 0.25 -0.06
H 1.67269 2.88768 -2.58040 0.41 0.07 0.03
H 2.50030 3.92718 -1.27412 0.14 -0.18 -0.50
```
Positions in Å, forces in eV/Å.

The value obtained for the orbital gap is 4.451 eV. As for the LUMO energy: 3.93 eV. As for the total charge: -2.

---

Record 4
The following is a quantum chemistry calculation of a structure of composition C11H23BiINO2P2, from the Open Molecules 2025 dataset.

Geometry as XYZ:
```
41
Properties=species:S:1:pos:R:3:forces:R:3
Bi 0.00000 0.00000 0.00000 -0.25 3.54 2.30
P -2.25570 0.42730 -0.39160 -5.92 2.73 -3.91
C -2.12000 0.81720 -2.15210 2.34 0.08 1.05
C -0.84110 1.34670 -2.64270 -3.29 -1.34 1.32
N 0.24930 1.06700 -1.88970 1.19 0.78 -1.82
C 1.47450 1.46060 -2.31830 0.95 0.48 -0.85
C 1.64580 2.18500 -3.50030 0.05 -0.86 1.35
C 0.51510 2.49230 -4.26450 -1.55 -0.49 0.47
C -0.74680 2.06560 -3.83580 1.82 0.72 -0.85
C 2.65010 1.08800 -1.41930 -0.81 -0.33 0.29
P 2.25140 -0.41710 -0.33440 8.09 0.26 -2.45
H -1.62670 2.28230 -4.42260 -0.08 -0.06 0.11
H 2.62860 2.50030 -3.81910 0.07 -0.09 0.10
H 0.61670 3.04890 -5.18480 -0.01 0.04 -0.03
H 3.54560 0.89090 -2.00880 -0.05 -0.11 0.07
H 2.86290 1.93600 -0.76800 0.10 0.00 0.23
H -2.26830 -1.21540 -4.01680 0.25 -2.36 -1.00
H -3.02840 1.08260 -2.67240 -0.14 -0.03 0.10
H -0.70740 -3.65830 -2.59510 1.54 -1.09 1.96
O -2.04710 -2.16250 -4.33300 -1.23 1.62 -0.03
H -2.71860 -2.43230 -5.02660 1.10 0.73 1.27
H -0.27690 -1.41650 0.46650 -1.15 -5.93 0.69
O -0.18590 -4.10360 -1.81780 -0.26 2.33 -1.33
H 0.56340 -3.48550 -1.57690 -1.41 -1.11 -0.76
C 2.79170 -1.81910 -1.47100 -1.10 0.08 0.50
H 3.82730 -1.68150 -1.78200 0.01 0.35 0.25
H 2.70980 -2.77670 -0.95560 -0.01 0.02 0.07
H 2.16460 -1.84600 -2.36280 -0.05 0.06 -0.02
C 3.62280 -0.34940 0.95150 -1.09 0.01 0.20
H 3.60780 -1.25200 1.56250 -0.12 0.00 -0.05
H 4.59710 -0.26940 0.46950 -0.21 -0.01 -0.45
H 3.48070 0.51400 1.60230 -0.08 -0.04 -0.05
C -3.02860 1.89240 0.38580 0.50 -0.37 0.98
H -3.99870 2.10470 -0.06180 0.01 -0.28 -0.25
H -3.17060 1.72440 1.45300 -0.10 0.06 0.13
H -2.39290 2.76900 0.26420 0.09 -0.08 -0.14
C -3.41550 -0.97970 -0.23520 0.85 -0.43 0.96
H -3.62460 -1.17950 0.81540 -0.07 0.02 0.08
H -4.35930 -0.76490 -0.73510 0.15 0.45 -0.18
H -2.99220 -1.88620 -0.66690 0.10 0.06 -0.14
I 0.48620 -0.16700 2.82200 -0.22 0.58 -0.17
```
Positions in Å, forces in eV/Å.

The value obtained for the orbital gap is 4.455 eV. As for the LUMO energy: -9.42 eV. As for the total charge: +2.

---

Record 5
The following is a quantum chemistry calculation of a structure of composition C11H23ClNO6P2Rh, from the Open Molecules 2025 dataset.

Geometry as XYZ:
```
45
Properties=species:S:1:pos:R:3:forces:R:3
Rh 0.78218 0.16126 0.21410 1.47 0.41 2.47
P 0.03190 2.20768 0.79851 -2.26 3.88 1.05
C -1.59174 2.36177 -0.00038 0.36 -0.35 0.20
C -1.56859 1.52656 -1.24179 -0.63 0.59 -1.18
N -0.64067 0.55461 -1.39498 -0.24 0.13 -0.24
C -0.57614 -0.21448 -2.50324 -0.81 0.31 -1.08
C -1.42475 0.02355 -3.57623 -0.03 -0.11 0.53
C -2.33420 1.06994 -3.44655 -0.52 0.24 -0.57
C -2.43308 1.83694 -2.28641 0.56 -0.04 0.01
C 0.39891 -1.34179 -2.55534 0.50 0.11 0.81
P 0.83369 -1.73391 -0.80908 -0.52 -4.31 -3.09
H -3.06839 2.73418 -2.20185 0.12 -0.83 -0.14
H -1.36634 -0.63239 -4.45539 -0.14 0.55 0.36
H -2.98970 1.30217 -4.28203 0.08 -0.03 0.09
H -0.00904 -2.23025 -3.04666 -0.05 0.17 0.06
H 1.33099 -1.09080 -3.07368 -0.14 0.19 -0.05
H -2.35686 2.06439 0.72750 0.05 -0.33 -0.21
H -1.80994 3.40895 -0.21570 0.10 0.00 -0.18
H -2.87698 -2.03546 2.97853 -0.40 0.94 -0.19
O -3.49619 -1.31489 2.70621 0.14 -1.73 0.26
H -4.33531 -1.82173 2.76137 0.39 0.77 -0.12
H 0.27706 -4.13403 2.79491 -0.73 -0.26 0.36
O -0.56796 -4.56095 3.04920 1.19 0.21 -0.30
H -0.24100 -5.36121 3.49156 -0.41 0.12 -0.03
C -0.34079 -3.04550 -0.38202 -0.10 0.09 0.31
H -0.27660 -3.81161 -1.17654 -0.06 0.25 0.41
H -0.02999 -3.47617 0.58873 -0.49 0.08 -0.46
H -1.36505 -2.63356 -0.33802 0.40 -0.35 0.14
C 2.41828 -2.57702 -0.94653 0.31 0.23 0.56
H 2.61041 -2.97541 0.07012 0.40 0.08 -0.69
H 2.32417 -3.39175 -1.68979 0.05 0.35 0.39
H 3.18312 -1.84523 -1.26588 -0.11 -0.55 0.29
C 1.06173 3.54120 0.13872 0.50 -0.35 -0.21
H 0.53912 4.51038 0.25305 0.15 -0.53 -0.05
H 1.97399 3.53665 0.76660 -0.22 0.17 -0.59
H 1.29188 3.34777 -0.92593 0.12 0.30 0.53
C -0.30063 2.73685 2.48667 0.33 -0.39 0.37
H 0.68551 2.71427 2.99400 -0.76 0.05 0.18
H -0.71731 3.76635 2.47789 0.27 -0.57 -0.05
H -1.03322 2.03569 2.92902 0.51 0.40 0.11
O 4.12174 2.02057 1.01743 -1.47 -1.38 0.52
Cl 3.69010 0.97894 1.92183 2.69 1.08 1.90
O 4.50111 -0.19507 1.81773 -1.39 0.75 -0.29
O 3.53409 1.44748 3.26815 -0.12 -0.48 -1.48
O 2.16049 0.53507 1.56221 0.91 0.15 -0.70
```
Positions in Å, forces in eV/Å.

The value obtained for the orbital gap (spin up / spin down) is 7.777 / 5.534 eV. Its energy above the lowest of the compared OMol25 structures with the same formula, charge and spin is 0.0684 eV. As for the LUMO energy (spin up / spin down): -6.86 / -10.74 eV. Its multiplicity is 5. As for the total charge: +2.

---

Record 6
The following is a quantum chemistry calculation of a structure of composition C11H23CoINO2P2, from the Open Molecules 2025 dataset.

Geometry as XYZ:
```
41
Properties=species:S:1:pos:R:3:forces:R:3
Co 0.07774 0.00653 1.09818 -0.37 0.58 0.70
P -2.07756 0.15427 0.82054 -1.54 -0.16 0.07
C -2.02044 0.50611 -0.94090 -0.83 2.48 -0.54
C -0.79622 1.23456 -1.37900 -0.13 0.15 0.28
N 0.27246 1.07988 -0.57263 0.27 0.33 -0.73
C 1.48073 1.53789 -0.93551 -0.80 -0.40 -0.25
C 1.60135 2.25846 -2.11032 0.15 0.22 -0.33
C 0.51076 2.50373 -2.93059 0.10 0.02 -0.08
C -0.70379 1.94786 -2.56702 -0.84 -0.02 0.20
C 2.64413 1.13363 -0.09188 0.29 -0.13 0.41
P 2.18171 -0.31893 0.96370 2.87 0.01 -0.74
H -1.61686 2.07328 -3.14383 0.31 0.01 -0.14
H 2.57990 2.59648 -2.36806 0.45 0.32 -0.30
H 0.59903 3.08193 -3.85541 0.07 -0.22 0.40
H 3.48583 0.84714 -0.72733 0.08 0.32 0.06
H 2.94440 1.95454 0.57587 0.08 -0.16 -0.20
H -1.82205 -0.53852 -1.35372 0.09 -1.43 -0.97
H -2.94935 0.95801 -1.34277 0.45 -0.59 -0.19
H -1.13169 -2.33916 -0.87676 1.43 -0.21 1.33
O -1.36052 -1.71499 -2.02978 -2.04 -0.27 -0.12
H -2.26014 -1.98601 -2.40725 1.47 0.26 0.36
H -0.20984 -1.70164 1.26441 -0.64 -1.70 0.03
O -0.60181 -2.63922 0.14576 -0.41 0.70 -0.72
H -0.27477 -3.55758 0.09183 0.01 0.52 0.31
C 2.57622 -1.77286 -0.04778 -0.01 -0.02 -0.03
H 3.55891 -1.64154 -0.51966 -0.26 -0.24 0.07
H 2.57901 -2.64604 0.62003 0.09 0.15 -0.26
H 1.77952 -1.91171 -0.79450 0.44 0.02 0.12
C 3.31519 -0.31335 2.36223 0.22 0.01 0.12
H 3.11053 -1.20010 2.97469 0.12 0.20 -0.09
H 4.35733 -0.33362 2.01183 -0.28 -0.02 0.16
H 3.14431 0.58310 2.97130 0.07 -0.21 -0.11
C -2.78882 1.58169 1.65325 -0.15 0.12 -0.14
H -3.79632 1.81426 1.26620 0.40 -0.02 0.34
H -2.81845 1.27515 2.71258 -0.13 0.43 -0.29
H -2.10550 2.43604 1.51062 -0.40 -0.22 0.22
C -3.15150 -1.27301 1.10479 -0.16 0.01 -0.41
H -3.30131 -1.32777 2.18707 -0.13 -0.08 -0.16
H -4.11326 -1.16240 0.58457 0.18 -0.05 0.28
H -2.62811 -2.18189 0.76988 -0.38 0.38 0.25
I -0.27073 -1.00421 3.30537 -0.13 -1.07 1.08
```
Positions in Å, forces in eV/Å.

The value obtained for the orbital gap (spin up / spin down) is 6.824 / 5.036 eV. Its energy above the lowest of the compared OMol25 structures with the same formula, charge and spin is 0.0000 eV. As for the LUMO energy (spin up / spin down): -7.02 / -10.38 eV. Its multiplicity is 5. As for the total charge: +2.

---

Strongest force on any atom, respectively: 7.8; 0.8; 10.1; 8.5; 5.3; 3.0 eV Å⁻¹.